A single C5H8N2 molecule. Source: the Open Molecules 2025 dataset; level of theory: the ωB97M-V functional and the def2-TZVPD basis.

Output
2S+1	1
ΔE to the lowest compared entry with this formula, charge and spin	19.5	kcal per mole
LUMO level	0.959	eV
HOMO energy	-8.84	eV
HOMO-LUMO gap	9.79	eV

Structure (XYZ):
```
15
C5H8N2 | the Open Molecules 2025 dataset | the ωB97M-V functional and the def2-TZVPD basis
C 2.42 0.41 0.01
C 1.04 -0.16 -0.12
C 0.04 0.17 -0.96
N -1.12 -0.52 -0.52
C -2.16 0.34 0.08
C -0.63 -1.30 0.52
N 0.61 -1.11 0.82
H 2.50 0.90 1.00
H 3.18 -0.37 -0.04
H 2.61 1.17 -0.75
H 0.04 0.80 -1.84
H -2.75 0.84 -0.68
H -2.81 -0.25 0.73
H -1.65 1.09 0.71
H -1.33 -1.95 1.03
```


2 unconnected molecules or ions with the total composition C5H14 at a distorted geometry. Source: the Open Molecules 2025 dataset; level of theory: the ωB97M-V functional and the def2-TZVPD basis.

Output
2S+1	2
ΔE to the lowest compared entry with this formula, charge and spin	9.8	kcal per mole
charge	+1
LUMO level (alpha / beta)	-3.506 / -10.683	eV
HOMO energy (alpha / beta)	-14.64 / -14.64	eV
HOMO-LUMO gap (alpha / beta)	11.14 / 3.96	eV

Structure (XYZ):
```
19
C5H14 | the Open Molecules 2025 dataset | the ωB97M-V functional and the def2-TZVPD basis
C 0.35 0.51 3.46
C -0.60 0.06 2.36
H 0.17 -0.06 4.37
H 1.39 0.35 3.19
H 0.17 1.55 3.73
H -0.33 0.55 1.43
H -1.63 0.27 2.64
H -0.65 -1.03 2.30
C -0.02 0.17 -2.37
C 1.29 -0.52 -2.42
C -1.07 -0.25 -1.35
H -0.36 0.35 -3.39
H 0.34 1.17 -1.88
H 1.73 -0.44 -3.41
H 2.01 -0.01 -1.71
H -1.59 -1.13 -1.79
H -1.78 0.54 -1.14
H 1.38 -1.51 -1.92
H -0.59 -0.60 -0.44
```


A molecular structure, C36H24BrClMoN5O2. Source: the Open Molecules 2025 dataset; level of theory: the ωB97M-V functional and the def2-TZVPD basis.

Output
2S+1	3
ΔE to the lowest compared entry with this formula, charge and spin	1.2	kcal per mole
charge	+1
LUMO level (alpha / beta)	-3.678 / -3.844	eV
HOMO energy (alpha / beta)	-10.23 / -10.41	eV
HOMO-LUMO gap (alpha / beta)	6.55 / 6.57	eV

Structure (XYZ):
```
70
C36H24BrClMoN5O2 | the Open Molecules 2025 dataset | the ωB97M-V functional and the def2-TZVPD basis
Mo 0.25 0.41 0.35
C 1.26 1.45 2.31
C 1.45 2.20 1.15
C 2.34 1.46 0.32
C 2.92 0.42 1.14
C 2.26 0.40 2.33
H 0.58 1.69 3.11
H 0.91 3.10 0.89
H 2.73 1.75 -0.64
H 3.66 -0.29 0.80
H 2.40 -0.31 3.14
Cl 0.23 -6.80 -1.38
C 0.54 -5.11 -1.11
C 1.85 -4.69 -0.82
C 2.12 -3.36 -0.61
C 1.10 -2.39 -0.64
O 1.40 -1.15 -0.41
C -0.21 -2.83 -0.95
C -1.24 -1.89 -1.21
N -1.19 -0.64 -0.89
C -2.13 0.26 -1.43
C -3.45 0.01 -1.70
C -4.23 1.00 -2.34
C -3.69 2.19 -2.72
C -2.34 2.48 -2.42
C -1.70 3.69 -2.79
C -0.39 3.88 -2.46
C 0.28 2.90 -1.71
N -0.28 1.77 -1.33
C -1.57 1.53 -1.74
C -0.47 -4.20 -1.20
H 2.64 -5.42 -0.78
H 3.13 -3.03 -0.41
H -2.09 -2.24 -1.79
H -3.89 -0.94 -1.42
H -5.27 0.78 -2.54
H -4.29 2.93 -3.23
H -2.26 4.44 -3.33
H 0.13 4.78 -2.74
H 1.29 3.08 -1.40
H -1.47 -4.52 -1.47
Br 2.65 0.53 6.69
C 0.83 0.02 6.70
C 0.48 -1.26 7.07
C -0.86 -1.64 7.04
C -1.82 -0.75 6.58
C -1.47 0.56 6.28
C -0.14 0.95 6.34
N -3.18 -1.23 6.51
N -3.84 -1.12 5.48
C -3.24 -0.55 4.29
C -3.78 0.59 3.77
C -3.18 1.26 2.68
C -2.04 0.75 2.10
O -1.39 1.33 1.10
C -1.54 -0.49 2.58
N -0.43 -0.98 1.95
C 0.09 -2.12 2.34
C -0.48 -2.89 3.36
C -1.59 -2.42 4.01
C -2.14 -1.17 3.65
H 1.24 -1.96 7.39
H -1.16 -2.64 7.34
H -2.23 1.28 6.00
H 0.14 1.97 6.11
H -4.65 1.02 4.24
H -3.60 2.18 2.31
H 0.99 -2.45 1.83
H -0.04 -3.84 3.62
H -2.05 -3.01 4.80
```


A molecular structure, C25H40AsN9OSSbSe5Sr. Source: the Open Molecules 2025 dataset; level of theory: the ωB97M-V functional and the def2-TZVPD basis.

Output
2S+1	1
ΔE to the lowest compared entry with this formula, charge and spin	0.0	kcal per mole
charge	-1
LUMO level	0.651	eV
HOMO energy	-3.69	eV
HOMO-LUMO gap	4.34	eV

Structure (XYZ):
```
84
C25H40AsN9OSSbSe5Sr | the Open Molecules 2025 dataset | the ωB97M-V functional and the def2-TZVPD basis
Sr -0.81 0.06 -0.66
N -3.56 -0.43 -0.59
C -4.08 -1.53 -1.41
C -3.40 -1.56 -2.76
N -1.94 -1.68 -2.70
C -1.36 -3.00 -2.80
C -0.88 -3.53 -1.44
N 0.13 -2.63 -0.89
H -4.00 -0.41 0.32
H -3.74 0.47 -1.02
H -5.16 -1.45 -1.59
H -3.92 -2.47 -0.88
H -3.62 -0.62 -3.28
H -3.84 -2.38 -3.35
H -1.57 -1.04 -3.40
H -0.49 -2.96 -3.46
H -2.06 -3.73 -3.24
H -0.53 -4.56 -1.57
H -1.72 -3.55 -0.74
H 0.99 -2.67 -1.42
H 0.33 -2.86 0.07
Se 1.72 -2.44 7.09
N 2.46 -1.54 5.73
C 1.62 -1.58 4.74
C 1.87 -0.96 3.45
C 3.06 -0.30 3.15
C 3.23 0.25 1.90
C 2.20 0.11 0.98
N 1.06 -0.51 1.24
C 0.88 -1.05 2.46
C -0.38 -1.77 2.70
N -1.28 -1.78 1.71
C -2.43 -2.41 1.92
C -2.74 -3.08 3.10
C -1.82 -3.07 4.12
C -0.62 -2.41 3.93
C 0.39 -2.31 4.98
N 0.25 -2.84 6.15
H 3.82 -0.21 3.92
H 4.11 0.80 1.62
H 2.30 0.57 0.00
H -3.14 -2.40 1.10
H -3.70 -3.57 3.20
H -2.01 -3.55 5.07
C 3.10 3.71 -2.21
C 2.58 3.68 -0.82
N 3.05 2.95 0.18
C 2.32 3.35 1.28
C 1.41 4.30 0.93
N 1.60 4.51 -0.41
H 3.65 2.80 -2.43
H 3.77 4.56 -2.35
H 2.27 3.83 -2.91
H 2.47 2.91 2.26
H 0.63 4.80 1.48
H 0.91 4.93 -1.06
C -3.43 1.91 3.09
S -1.80 1.18 3.07
C -0.87 2.66 3.47
O -1.71 0.31 4.29
H -3.60 2.34 4.08
H -4.14 1.11 2.91
H -3.49 2.65 2.29
H -0.97 3.37 2.65
H 0.17 2.35 3.57
H -1.25 3.05 4.41
Se -0.65 5.40 -2.88
Sb -2.04 3.45 -2.37
Se -1.76 2.88 0.05
Se -4.39 3.53 -2.89
Se -0.98 1.45 -3.45
C 4.12 -0.50 -2.90
As 2.20 -0.50 -3.35
C 2.26 -1.81 -4.82
C 2.20 1.05 -4.54
H 4.71 -0.05 -3.70
H 4.47 -1.52 -2.73
H 4.27 0.08 -1.99
H 2.98 -1.50 -5.58
H 1.27 -1.84 -5.28
H 2.51 -2.80 -4.46
H 3.18 1.12 -5.04
H 1.97 1.96 -4.00
H 1.41 0.91 -5.28
```


A molecular structure, C25H29F3N5O9PSn at a distorted geometry. Source: the Open Molecules 2025 dataset; level of theory: the ωB97M-V functional and the def2-TZVPD basis.

Output
2S+1	1
charge	+2
LUMO level	-6.426	eV
HOMO energy	-13.77	eV
HOMO-LUMO gap	7.35	eV

Structure (XYZ):
```
73
C25H29F3N5O9PSn | the Open Molecules 2025 dataset | the ωB97M-V functional and the def2-TZVPD basis
Sn -0.03 -1.59 0.35
O -1.56 -5.88 1.13
C -1.32 -4.58 1.21
O -0.54 -3.99 0.50
C -2.16 -3.95 2.29
O -1.87 -2.58 2.38
C -1.44 -2.07 3.61
C 0.05 -1.83 3.59
O 0.51 -1.31 4.68
O 0.74 -2.08 2.59
H -1.04 -6.29 0.42
H -3.22 -4.09 2.04
H -1.98 -4.48 3.22
H -1.91 -1.10 3.78
H -1.68 -2.71 4.46
O -1.48 5.64 -2.16
C -0.27 5.33 -1.65
O 0.45 6.17 -1.20
C 0.10 3.87 -1.62
C 1.43 3.52 -1.78
C 1.83 2.20 -1.65
C 0.90 1.22 -1.30
C -0.42 1.59 -1.08
C -0.83 2.89 -1.27
N 1.26 -0.14 -1.08
C 2.31 -0.64 -1.60
C 2.77 -1.97 -1.18
C 3.90 -2.54 -1.72
C 4.32 -3.78 -1.23
C 3.60 -4.37 -0.21
C 2.47 -3.72 0.28
N 2.07 -2.55 -0.20
H -1.88 4.90 -2.63
H 2.15 4.29 -2.02
H 2.88 1.96 -1.78
H -1.13 0.84 -0.76
H -1.87 3.15 -1.12
H 2.92 -0.11 -2.33
H 4.45 -2.04 -2.50
H 5.20 -4.25 -1.63
H 3.90 -5.32 0.21
H 1.88 -4.14 1.09
N -0.49 3.94 2.00
C 0.78 3.28 1.56
P 0.72 1.57 2.34
O -0.48 1.72 3.23
O 0.68 0.51 1.27
C 2.29 1.46 3.24
N 2.65 0.07 3.51
H -0.33 4.82 2.50
H -0.89 3.20 2.68
H -1.13 4.11 1.24
H 1.63 3.86 1.92
H 0.83 3.21 0.48
H 2.16 2.00 4.18
H 3.06 1.99 2.65
H 2.62 -0.47 2.65
H 1.42 -0.90 4.50
H 3.58 0.00 3.90
F -5.55 1.37 -4.09
C -4.26 1.36 -4.42
F -3.79 2.61 -4.22
F -4.15 1.09 -5.72
C -3.47 0.39 -3.57
C -2.27 -0.11 -4.04
C -1.51 -0.90 -3.19
N -1.89 -1.19 -1.95
C -3.07 -0.74 -1.52
C -3.90 0.06 -2.30
H -1.92 0.12 -5.04
H -0.56 -1.30 -3.52
H -3.35 -1.01 -0.51
H -4.85 0.41 -1.92
```


7 unconnected molecules or ions with the total composition C15H31BF4N9O3 at a distorted geometry. Source: the Open Molecules 2025 dataset; level of theory: the ωB97M-V functional and the def2-TZVPD basis.

Output
2S+1	1
charge	-1
LUMO level	2.447	eV
HOMO energy	-6.22	eV
HOMO-LUMO gap	8.66	eV

Structure (XYZ):
```
63
C15H31BF4N9O3 | the Open Molecules 2025 dataset | the ωB97M-V functional and the def2-TZVPD basis
B 0.24 -0.55 1.01
F 0.58 -0.87 2.35
F 0.52 0.80 0.79
F 0.93 -1.40 0.13
F -1.13 -0.78 0.80
C -3.89 -2.15 2.33
O -4.93 -2.56 2.85
N -2.66 -2.70 2.64
N -3.91 -1.22 1.34
H -2.79 -3.49 3.25
H -1.90 -2.08 2.85
H -3.04 -0.93 0.92
H -4.76 -0.68 1.36
C -1.45 2.28 3.52
O -1.78 3.18 4.31
N -0.82 1.16 3.94
N -1.73 2.32 2.19
H -0.58 1.02 4.91
H -0.43 0.47 3.31
H -1.14 1.76 1.60
H -2.26 3.11 1.88
C 3.74 0.12 3.62
O 4.80 0.24 4.23
N 3.39 0.86 2.54
N 2.79 -0.78 4.01
H 2.43 1.07 2.31
H 4.08 1.46 2.11
H 3.09 -1.45 4.68
H 1.98 -0.97 3.42
C 2.84 -0.05 -2.03
C 3.97 -0.40 -1.05
C 5.35 0.29 -1.27
C 5.49 0.93 -2.59
N 5.60 1.37 -3.64
H 3.06 -0.50 -3.00
H 2.65 1.02 -2.08
H 1.95 -0.48 -1.58
H 4.15 -1.45 -1.28
H 3.66 -0.46 -0.01
H 6.05 -0.54 -1.28
H 5.56 1.03 -0.50
C -2.22 0.94 -2.09
C -1.63 2.29 -2.52
C -2.63 3.45 -2.39
C -2.80 3.90 -1.00
N -2.83 4.21 0.11
H -2.26 0.17 -2.87
H -3.28 1.04 -1.85
H -1.66 0.56 -1.24
H -1.24 2.23 -3.54
H -0.74 2.56 -1.95
H -3.63 3.26 -2.77
H -2.17 4.28 -2.94
N -0.68 -2.35 -2.04
C -2.02 -2.58 -2.14
C -2.35 -2.94 -3.40
C -1.11 -3.09 -4.13
C -0.12 -2.72 -3.24
H -0.23 -1.89 -1.26
H -2.63 -2.40 -1.26
H -3.35 -3.21 -3.68
H -1.05 -3.27 -5.19
H 0.87 -2.41 -3.52
```


A gas-phase ion, C5H6N (charge +1) at a distorted geometry. Source: the Open Molecules 2025 dataset; level of theory: the ωB97M-V functional and the def2-TZVPD basis.

Output
2S+1	1
ΔE to the lowest compared entry with this formula, charge and spin	257.9	kcal per mole
charge	+1
LUMO level (alpha / beta)	-6.443 / -6.547	eV
HOMO energy (alpha / beta)	-13.21 / -13.34	eV
HOMO-LUMO gap (alpha / beta)	6.77 / 6.79	eV

Structure (XYZ):
```
12
C5H6N | the Open Molecules 2025 dataset | the ωB97M-V functional and the def2-TZVPD basis
C -0.30 -2.25 -0.09
C -2.25 -1.19 0.03
C 0.39 -1.03 -0.05
C 1.75 -1.09 0.05
C -0.30 0.32 0.18
N -1.78 0.13 0.01
H 2.39 -0.32 0.61
H 2.20 -1.90 -0.35
H -0.25 0.58 1.15
H 0.03 1.00 -0.47
H -2.05 0.39 -1.06
H -2.47 0.71 0.45
```